Version i
15
Properties=species:S:1:pos:R:3:nbo_charge:R:1 method="wB97M-V/def2-TZVPD" smiles="CN1BC=CC=C1" total_charge=0 homo_lumo_gap_ev=9.3
C -2.380 0.043 0.011 -0.387
N -0.594 -0.008 0.001 -0.549
B 0.052 -1.203 0.078 0.451
C 1.555 -1.176 0.058 -0.490
C 2.198 0.026 0.012 -0.147
C 1.330 1.186 -0.037 -0.282
C -0.013 1.184 -0.158 0.008
H -2.960 0.871 -0.511 0.221
H -2.580 -0.933 -0.508 0.217
H -2.448 -0.129 1.017 0.205
H -0.670 -2.222 0.189 -0.063
H 2.085 -2.088 -0.026 0.211
H 3.185 0.203 0.048 0.198
H 1.837 2.175 -0.032 0.204
H -0.597 2.070 -0.142 0.201

---

Version ii
15
Properties=species:S:1:pos:R:3:nbo_charge:R:1 method="wB97M-V/def2-TZVPD" total_charge=0 homo_lumo_gap_ev=8.3
B 0.167 -0.988 -1.969 0.356
C 0.407 0.297 -2.660 -0.573
C 0.180 1.362 -1.837 -0.120
C 0.281 1.450 -0.444 -0.489
C 0.099 0.508 0.490 0.472
N -0.505 -0.208 1.256 -0.398
C -0.362 -1.481 1.973 -0.413
H -0.656 -1.762 -2.250 -0.069
H 0.704 -1.067 -0.919 -0.083
H 0.560 0.518 -3.799 0.227
H 0.031 2.311 -2.311 0.205
H 0.916 2.386 -0.264 0.250
H 0.329 -2.080 1.458 0.203
H 0.054 -1.391 2.915 0.215
H -1.355 -1.975 2.077 0.217

---

Which of them is most stable, and which least? Most stable: version i; least stable: version ii.

---

Version i
16
Properties=species:S:1:pos:R:3:nbo_charge:R:1 method="wB97M-V/def2-TZVPD" total_charge=0 homo_lumo_gap_ev=10.0
C 0.210 -0.611 -1.691 -0.598
C 0.293 0.958 1.918 -0.694
C -0.347 -0.174 -0.305 -0.534
C 0.497 0.801 0.387 0.006
N 2.172 0.022 0.536 0.538
O 3.018 0.694 1.004 -0.366
O 2.260 -1.100 0.153 -0.381
I 0.826 2.673 -0.472 0.200
H 0.416 0.277 -2.176 0.201
H 1.094 -1.149 -1.468 0.233
H -0.373 -1.294 -2.230 0.214
H 0.010 -0.105 2.123 0.225
H 1.245 1.467 2.214 0.260
H -0.631 1.512 2.141 0.229
H -1.288 0.156 -0.527 0.237
H -0.505 -1.070 0.233 0.228

---

Version ii
16
Properties=species:S:1:pos:R:3:nbo_charge:R:1 method="wB97M-V/def2-TZVPD" smiles="C=C(C)I.N=C=O.O" total_charge=0 homo_lumo_gap_ev=9.3
C 0.335 -0.245 2.303 -0.427
C -0.925 -0.245 1.818 -0.102
C -2.103 -0.870 2.484 -0.676
I -1.438 0.537 -0.067 0.111
H 0.816 -0.573 3.234 0.224
H 1.035 0.001 1.571 0.200
H -2.509 -1.648 1.748 0.232
H -1.734 -1.378 3.393 0.222
H -2.811 -0.125 2.784 0.225
N 0.971 -0.662 -2.564 -0.762
C 0.826 -1.253 -1.548 0.863
O 0.849 -1.966 -0.643 -0.530
H 0.905 0.181 -2.986 0.420
O -2.507 0.570 -4.549 -0.952
H -2.559 1.407 -4.118 0.473
H -3.353 0.277 -4.904 0.479

---

Which of them is most stable, and which least? Most stable: version ii; least stable: version i.

---

Version i
19
Properties=species:S:1:pos:R:3:nbo_charge:R:1 method="wB97M-V/def2-TZVPD" total_charge=+1 homo_lumo_gap_ev=9.9
C -1.974 0.775 0.108 0.074
C -2.173 -0.577 -0.445 -0.603
C 0.266 -0.270 0.179 0.101
C 0.321 -0.786 1.593 -0.688
C 1.680 0.812 -1.446 -0.426
N -0.906 1.336 0.429 -0.317
N 1.549 0.132 -0.148 -0.578
S -0.627 -1.276 -1.014 0.295
H -2.862 1.281 0.426 0.237
H -2.572 -1.201 0.319 0.255
H -2.891 -0.596 -1.239 0.275
H 0.922 -1.680 1.750 0.243
H -0.704 -1.047 1.842 0.246
H 0.593 0.009 2.252 0.232
H 2.615 1.378 -1.395 0.234
H 1.859 0.151 -2.256 0.244
H 0.770 1.437 -1.375 0.257
H 1.909 0.761 0.732 0.471
H 2.225 -0.639 -0.311 0.448

---

Version ii
19
Properties=species:S:1:pos:R:3:nbo_charge:R:1 method="wB97M-V/def2-TZVPD" total_charge=+1 homo_lumo_gap_ev=8.7
C -2.098 0.654 0.020 0.247
C -2.265 0.199 2.410 -0.447
C 1.250 -0.350 -1.003 0.505
C 1.838 -0.370 0.350 -0.681
C 1.278 0.809 -1.735 -0.767
N -1.796 0.497 1.129 -0.403
N 0.631 -1.468 -1.303 -0.645
S -1.995 1.088 -1.450 -0.031
H -1.465 0.527 3.163 0.231
H -3.186 0.721 2.656 0.232
H 2.932 -0.542 0.122 0.278
H 1.468 -1.195 0.992 0.241
H 1.689 0.552 0.861 0.263
H 0.218 1.087 -1.578 0.325
H -2.622 -0.836 2.516 0.230
H 1.960 1.564 -1.283 0.273
H 1.334 0.856 -2.872 0.296
H 0.610 -2.247 -0.734 0.424
H 0.219 -1.547 -2.261 0.430

---

Which of them is most stable, and which least? Most stable: version ii; least stable: version i.

---

Version i
19
Properties=species:S:1:pos:R:3:nbo_charge:R:1 method="wB97M-V/def2-TZVPD" total_charge=+1 homo_lumo_gap_ev=8.5
C -2.086 0.552 -0.243 0.279
C -3.193 2.557 0.766 -0.448
C 1.578 -0.816 -0.110 0.557
C 1.946 -0.246 -1.411 -0.725
C 1.614 -2.293 -0.057 -0.689
N -2.325 1.614 0.172 -0.388
N 1.290 -0.222 1.008 -0.637
S -1.570 -0.907 -0.561 -0.140
H -3.897 1.844 1.283 0.228
H -2.804 3.209 1.634 0.243
H 2.034 0.793 -1.633 0.265
H 1.127 -0.648 -2.028 0.292
H 2.810 -0.733 -1.852 0.281
H 0.964 -2.625 0.658 0.248
H -3.826 3.151 0.100 0.246
H 1.579 -2.622 -1.031 0.254
H 2.544 -2.563 0.424 0.275
H 1.143 0.772 1.090 0.435
H 1.073 -0.818 1.790 0.426

---

Version ii
19
Properties=species:S:1:pos:R:3:nbo_charge:R:1 method="wB97M-V/def2-TZVPD" total_charge=+1 homo_lumo_gap_ev=9.2
C -0.538 -0.647 -1.872 -0.629
C 0.282 -1.469 -0.893 -0.226
N -0.099 -1.322 0.523 -0.607
C 0.008 -0.062 1.162 0.103
C -1.210 0.857 0.955 -0.537
S -0.598 2.580 1.103 0.466
C 0.968 2.068 0.763 0.014
N 1.174 0.792 0.740 -0.494
H -1.597 -0.900 -1.806 0.226
H -0.420 0.430 -1.730 0.188
H -0.203 -0.864 -2.885 0.244
H 1.351 -1.268 -1.050 0.164
H 0.138 -2.526 -1.115 0.230
H 0.383 -2.026 1.067 0.389
H 0.129 -0.231 2.234 0.225
H -1.966 0.670 1.712 0.271
H -1.649 0.755 -0.032 0.258
H 1.767 2.781 0.588 0.269
H 2.080 0.384 0.538 0.445

---

Version iii
19
Properties=species:S:1:pos:R:3:nbo_charge:R:1 method="wB97M-V/def2-TZVPD" smiles="CS[C@H]1CCNC1=[NH2+]" total_charge=+1 homo_lumo_gap_ev=9.0
C -3.117 -0.421 -0.285 -0.735
S -1.549 -0.525 0.671 0.180
C -0.114 0.168 -0.403 -0.387
C 0.407 1.535 0.013 -0.442
C 1.903 1.312 0.591 -0.211
N 2.038 -0.135 0.524 -0.529
C 1.007 -0.794 -0.085 0.560
N 0.960 -2.076 -0.159 -0.695
H -3.804 -0.953 0.358 0.255
H -3.245 -0.690 -1.285 0.233
H -3.401 0.694 -0.186 0.230
H -0.623 0.043 -1.329 0.279
H -0.176 2.047 0.864 0.264
H 0.376 2.265 -0.901 0.255
H 2.600 1.794 -0.038 0.219
H 2.006 1.622 1.654 0.230
H 2.940 -0.595 0.464 0.423
H 0.089 -2.657 -0.479 0.459
H 1.704 -2.635 0.012 0.412

---

Which of them is most stable, and which least? Most stable: version ii; least stable: version i.

---

Version i
12
Properties=species:S:1:pos:R:3:nbo_charge:R:1 method="wB97M-V/def2-TZVPD" total_charge=-1 homo_lumo_gap_ev=7.1
C -1.959 -0.561 -0.836 -0.745
S -1.441 -1.079 0.827 -0.658
H -1.523 0.401 -1.113 0.179
H -1.893 -1.289 -1.649 0.172
H -3.039 -0.370 -0.855 0.176
N 1.270 0.349 0.660 -0.862
C 1.680 0.655 -0.598 0.314
N 2.304 1.737 -0.947 -0.824
H 0.471 -0.332 0.664 0.416
H 1.146 1.127 1.287 0.366
H 1.423 -0.131 -1.310 0.151
H 2.861 2.039 -0.149 0.314

---

Version ii
12
Properties=species:S:1:pos:R:3:nbo_charge:R:1 method="wB97M-V/def2-TZVPD" total_charge=-1 homo_lumo_gap_ev=7.1
C 0.319 -0.958 2.228 -0.739
S -0.783 -1.707 1.007 -0.653
H 1.381 -1.122 2.062 0.168
H 0.130 -1.329 3.238 0.177
H 0.228 0.134 2.280 0.171
N 0.461 -0.176 -1.421 -0.862
C -0.478 0.793 -1.566 0.290
N -0.289 1.858 -2.275 -0.821
H 1.307 0.160 -1.758 0.370
H 0.228 -0.743 -0.550 0.422
H -1.367 0.677 -0.945 0.161
H -1.138 2.410 -2.300 0.317

---

Which of them is most stable, and which least? Most stable: version ii; least stable: version i.

---

Version i
53
Properties=species:S:1:pos:R:3:nbo_charge:R:1 method="wB97M-V/def2-TZVPD" smiles=C[C@@H](O)CCN(C)C.O.O.O.O.O.O.O.O.O.O total_charge=0 homo_lumo_gap_ev=8.8
C 0.353 2.004 2.432 -0.643
C 0.807 0.761 1.690 0.095
O 0.750 -0.410 2.520 -0.785
C -0.085 0.497 0.467 -0.443
C 0.798 0.271 -0.779 -0.221
N 0.065 -0.428 -1.806 -0.499
C -1.181 0.154 -2.254 -0.413
C 0.899 -0.909 -2.921 -0.414
H 1.016 2.466 3.170 0.214
H 0.285 2.808 1.680 0.220
H -0.646 2.005 2.868 0.211
H 1.886 0.793 1.518 0.182
H -0.157 -0.635 2.810 0.514
H -0.674 -0.398 0.652 0.216
H -0.747 1.353 0.327 0.223
H 1.338 1.224 -0.945 0.191
H 1.678 -0.316 -0.474 0.183
H -1.762 -0.590 -2.803 0.203
H -1.062 1.095 -2.807 0.176
H -1.864 0.361 -1.424 0.207
H 1.913 -0.526 -2.823 0.210
H 0.393 -0.771 -3.870 0.202
H 0.987 -2.008 -2.864 0.190
O 3.776 -1.550 0.030 -0.978
H 3.164 -2.291 0.017 0.507
H 4.474 -1.776 0.622 0.480
O -0.215 3.624 -1.503 -0.984
H -0.758 3.861 -2.252 0.464
H 0.400 2.896 -1.717 0.502
O -5.069 -0.716 0.254 -0.962
H -4.966 -0.955 1.180 0.465
H -4.486 0.054 0.145 0.494
O 4.039 1.083 -1.235 -0.974
H 4.973 1.123 -1.024 0.488
H 3.664 0.347 -0.729 0.514
O 2.094 2.500 -2.279 -1.005
H 2.375 3.258 -2.796 0.483
H 2.823 2.127 -1.731 0.514
O -3.996 1.829 0.737 -0.944
H -4.451 2.619 0.423 0.479
H -4.077 1.965 1.689 0.477
O -0.358 -2.942 -0.309 -1.005
H -0.196 -2.073 -0.755 0.497
H 0.497 -3.097 0.116 0.496
O -2.741 -2.678 0.978 -0.986
H -2.023 -2.909 0.353 0.513
H -3.227 -2.044 0.429 0.486
O -1.712 -1.444 3.120 -1.002
H -2.340 -1.803 3.753 0.477
H -1.950 -1.975 2.320 0.510
O 1.939 -2.684 1.651 -1.031
H 1.747 -3.364 2.294 0.487
H 1.607 -1.789 1.855 0.522

---

Version ii
53
Properties=species:S:1:pos:R:3:nbo_charge:R:1 method="wB97M-V/def2-TZVPD" smiles="C=CC[C@H](C)NC.O.O.O.O.O.O.O.O.O.O.O" total_charge=0 homo_lumo_gap_ev=9.6
C 1.276 -1.960 -2.026 -0.412
C 1.364 -1.037 -1.079 -0.200
C 0.332 0.029 -0.855 -0.469
C -0.297 0.061 0.544 -0.055
C -1.105 1.346 0.682 -0.650
N 0.743 -0.118 1.571 -0.691
C 0.216 -0.267 2.930 -0.414
H 2.043 -2.703 -2.214 0.200
H 0.412 -1.997 -2.683 0.220
H 2.221 -1.003 -0.409 0.201
H -0.466 -0.069 -1.597 0.232
H 0.755 1.005 -1.095 0.211
H -0.966 -0.801 0.625 0.209
H -0.457 2.230 0.698 0.188
H -1.735 1.344 1.575 0.212
H -1.782 1.477 -0.163 0.246
H 1.411 0.655 1.555 0.383
H -0.376 -1.184 2.973 0.204
H 1.042 -0.399 3.626 0.209
H -0.417 0.570 3.244 0.157
O 2.995 2.332 -1.084 -0.975
H 2.879 2.414 -0.115 0.509
H 3.064 1.381 -1.225 0.481
O 0.890 3.316 -2.507 -0.991
H 1.618 2.985 -1.935 0.509
H 1.341 3.544 -3.328 0.479
O -2.247 -3.254 0.123 -1.009
H -2.710 -2.482 0.478 0.494
H -1.364 -3.255 0.535 0.497
O -3.222 -0.928 0.801 -0.991
H -3.095 -0.485 -0.073 0.515
H -4.173 -1.043 0.879 0.480
O 0.425 -3.188 0.890 -0.973
H 0.776 -3.389 0.013 0.494
H 0.565 -2.231 0.975 0.498
O 0.512 3.387 3.047 -0.958
H -0.200 2.858 2.674 0.493
H 0.447 3.315 4.007 0.490
O -3.066 -0.035 -1.745 -1.022
H -2.519 0.688 -2.102 0.509
H -2.749 -0.873 -2.119 0.506
O 2.936 -2.580 2.161 -0.962
H 2.192 -3.139 1.884 0.485
H 2.586 -1.685 2.071 0.467
O -2.082 -2.455 -2.445 -0.998
H -2.028 -2.781 -1.515 0.510
H -2.693 -3.046 -2.895 0.478
O 2.717 2.431 1.680 -0.995
H 3.532 2.728 2.094 0.487
H 1.997 2.905 2.145 0.514
O -1.522 2.060 -2.790 -0.996
H -0.614 2.399 -2.641 0.516
H -2.069 2.834 -2.940 0.477

---

Which of them is most stable, and which least? Most stable: version ii; least stable: version i.

---

Version i
24
Properties=species:S:1:pos:R:3:nbo_charge:R:1 method="wB97M-V/def2-TZVPD" smiles=CC[C@@H]1C[C@]1(C)N1CC1 total_charge=0 homo_lumo_gap_ev=10.0
C -2.246 -1.422 0.413 -0.625
C -2.156 -0.217 -0.605 -0.397
C -1.135 0.836 -0.200 -0.228
C -0.235 1.645 -0.953 -0.413
C 0.369 0.673 -0.123 0.048
C 1.006 1.290 1.033 -0.646
N 0.960 -0.648 -0.678 -0.406
C 1.704 -1.340 0.426 -0.313
C 2.258 -0.789 -0.995 -0.222
H -2.622 -2.454 -0.137 0.222
H -1.143 -1.679 0.748 0.212
H -2.683 -1.106 1.327 0.209
H -3.201 0.409 -0.545 0.208
H -2.126 -0.582 -1.842 0.222
H -1.195 1.340 0.830 0.211
H -0.285 2.556 -0.580 0.219
H -0.037 1.334 -2.037 0.224
H 2.086 1.488 0.957 0.234
H 0.917 2.576 1.184 0.220
H 0.545 0.846 2.161 0.214
H 1.550 -2.420 0.746 0.206
H 2.045 -0.888 1.421 0.210
H 2.586 -1.463 -1.882 0.210
H 3.037 0.014 -0.668 0.178

---

Version ii
24
Properties=species:S:1:pos:R:3:nbo_charge:R:1 method="wB97M-V/def2-TZVPD" smiles="C=N[C@@H](C)C(=C)C(C)C" total_charge=0 homo_lumo_gap_ev=10.3
C 0.276 -0.193 2.743 -0.054
N 0.988 -0.609 1.763 -0.393
C 1.245 0.385 0.713 -0.135
C 2.350 -0.146 -0.204 -0.599
C -0.007 0.764 -0.079 0.047
C -0.123 2.057 -0.452 -0.415
C -1.112 -0.272 -0.360 -0.270
C -2.028 0.103 -1.541 -0.598
C -0.631 -1.710 -0.612 -0.612
H 0.037 -0.880 3.571 0.176
H -0.141 0.827 2.814 0.151
H 1.658 1.284 1.194 0.197
H 2.096 -1.112 -0.648 0.213
H 3.278 -0.288 0.360 0.213
H 2.561 0.557 -1.018 0.211
H 0.655 2.783 -0.230 0.195
H -0.984 2.449 -0.981 0.200
H -1.745 -0.303 0.538 0.210
H -2.585 1.025 -1.350 0.205
H -1.448 0.230 -2.463 0.208
H -2.775 -0.678 -1.723 0.210
H 0.064 -1.761 -1.455 0.202
H -1.480 -2.365 -0.842 0.208
H -0.150 -2.148 0.265 0.232

---

Which of them is most stable, and which least? Most stable: version ii; least stable: version i.